ORCA calculation (ωB97M-V with the def2-TZVPD basis set) on a structure of composition C3H7N in a non-equilibrium geometry.

Cartesian coordinates (Å):
C1 0.64787 -0.54459 -1.17252
C2 -0.11892 -0.74616 -0.03912
C3 -0.07355 0.28203 1.00703
N1 -0.34657 1.48578 0.24723
H1 0.83231 -1.39247 -1.81876
H2 1.31843 0.30150 -1.24513
H3 -0.53758 0.03695 -1.03503
H4 -0.75122 0.02400 1.83348
H5 0.91802 0.26979 1.51253
H6 -1.15434 1.91449 0.63385
H7 -0.73445 -1.63133 0.07643

Values from the calculation:
Energy above the lowest of the compared OMol25 structures with the same formula, charge and spin, kcal/mol: 117.3
Charge: 0
LUMO, eV: 0.0
Strongest force on any atom, eV/A: 1.5
Energy, Ha: -173.05519
Kohn-Sham gap, Ha: 0.245
E_HOMO, eV: -6.692

Löwdin atomic charge list, values in e, 4 entries: number 1, C, carries 0.0204; number 2, C, carries -0.1510; number 3, C, carries -0.4281; number 4, N, carries -0.1195

ORCA calculation (ωB97M-V with the def2-TZVPD basis set) on a cluster of 2 separate species, C3H7N in total in a non-equilibrium geometry.

Cartesian coordinates (Å):
C1 -1.28762 -0.31881 0.35861
C2 1.64951 -0.42968 -0.40726
C3 2.16616 0.33249 0.38839
H1 0.18547 0.43552 -0.49531
H2 -1.32899 0.92600 -1.12532
H3 -2.35648 -0.44443 0.36372
H4 -1.10764 -1.26412 -0.09022
H5 -0.89880 -0.32712 1.45329
H6 0.95955 -1.02860 -1.04328
H7 2.88996 1.18006 0.79792
N1 -0.87112 0.93868 -0.20055

Values from the calculation:
Energy above the lowest of the compared OMol25 structures with the same formula, charge and spin, kcal/mol: 96.0
Charge: 0
LUMO, eV: 1.1
Strongest force on any atom, eV/A: 5.5
Energy, Ha: -173.08916
Structure (SMILES): C#C.CN
Kohn-Sham gap, Ha: 0.387
E_HOMO, eV: -9.462

Löwdin atomic charge list, values in e, 4 entries: number 1, C, carries -0.3063; number 2, C, carries -0.0651; number 3, C, carries 0.0099; number 4, H, carries 0.0344

ORCA calculation (ωB97M-V with the def2-TZVPD basis set) on a structure of composition C3H7N in a non-equilibrium geometry.

Cartesian coordinates (Å):
C1 0.96915 1.52643 -0.65686
C2 -0.21739 -1.18481 0.83631
C3 -0.83028 -0.28751 -0.22138
N1 -0.11826 1.41287 -0.04360
H1 1.36438 2.47125 -0.54264
H2 1.49023 0.85243 -1.47684
H3 0.66864 -1.72430 0.65258
H4 -0.04393 -0.72957 1.71338
H5 -0.84311 -1.94591 1.07280
H6 -1.81414 0.04785 -0.14483
H7 -0.62528 -0.43873 -1.18890

Values from the calculation:
Energy above the lowest of the compared OMol25 structures with the same formula, charge and spin, kcal/mol: 58.0
Charge: 0
LUMO, eV: 1.3
Strongest force on any atom, eV/A: 5.9
Energy, Ha: -173.14968
Kohn-Sham gap, Ha: 0.380
E_HOMO, eV: -9.083

Löwdin atomic charge list, values in e, 4 entries: number 1, C, carries -0.1726; number 2, C, carries -0.0952; number 3, C, carries -0.0882; number 4, N, carries 0.0104

ORCA calculation (ωB97M-V with the def2-TZVPD basis set) on the molecule C3H7N in a non-equilibrium geometry.

Cartesian coordinates (Å):
C1 1.23834 0.24307 -1.60727
C2 0.64904 0.29910 -0.38367
N1 -0.66692 -0.11146 -0.13903
C3 -1.11162 -0.12388 1.24618
H1 0.73559 0.62883 -2.47846
H2 2.28161 -0.01316 -1.48671
H3 1.15166 0.83777 0.42617
H4 -0.64064 -1.06087 -0.47383
H5 -1.67242 -1.05901 1.32135
H6 -1.65855 0.73071 1.62859
H7 -0.30609 -0.37110 1.94669

Values from the calculation:
Energy above the lowest of the compared OMol25 structures with the same formula, charge and spin, kcal/mol: 44.3
Charge: 0
LUMO, eV: 1.2
Strongest force on any atom, eV/A: 1.7
Energy, Ha: -173.17155
Structure (SMILES): C=CNC
Kohn-Sham gap, Ha: 0.331
E_HOMO, eV: -7.854

Löwdin atomic charge list, values in e, 4 entries: number 1, C, carries -0.0276; number 2, C, carries -0.2607; number 3, N, carries -0.0961; number 4, C, carries -0.1289

ORCA calculation (ωB97M-V with the def2-TZVPD basis set) on a structure of composition C3H7N2 in a non-equilibrium geometry.

Cartesian coordinates (Å):
C1 0.02315 -0.05768 0.16441
C2 0.13885 0.21186 -1.31958
C3 1.23085 -0.79204 0.69517
N1 -2.41613 1.28147 0.49618
N2 -0.93432 0.16625 0.89018
H1 -0.50621 -0.65637 -1.79048
H2 -0.25261 1.23558 -1.34705
H3 1.18431 0.25749 -1.59354
H4 1.12664 -1.81744 0.58712
H5 1.22813 -0.56064 1.74778
H6 2.10481 -0.38794 0.15390
H7 -2.92749 1.11944 1.31593

Values from the calculation:
Energy above the lowest of the compared OMol25 structures with the same formula, charge and spin, kcal/mol: 162.8
Charge: +1
LUMO (alpha / beta), eV: -7.3 / -8.8
Strongest force on any atom, eV/A: 5.0
Energy, Ha: -227.49496
Kohn-Sham gap (alpha / beta), Ha: 0.331 / 0.312
E_HOMO (alpha / beta), eV: -16.342 / -17.253

Löwdin atomic charge list, values in e, 4 entries: number 1, C, carries -0.4020; number 2, C, carries 0.0285; number 3, C, carries 0.0400; number 4, N, carries 0.3924

ORCA calculation (ωB97M-V with the def2-TZVPD basis set) on the ion C3H7N2 with charge +1 in a non-equilibrium geometry.

Cartesian coordinates (Å):
C1 -0.92515 -0.04374 -0.00498
C2 0.49661 0.00293 -0.46872
C3 1.52126 0.50304 0.37489
N1 -1.46836 0.99037 0.40267
N2 -1.43899 -1.22671 -0.21242
H1 0.82958 0.10492 -1.47928
H2 1.88472 -0.58234 0.57420
H3 1.20049 0.63795 1.41639
H4 2.42014 0.94897 0.02456
H5 -1.10748 1.98980 0.48577
H6 -0.93275 -1.88687 -0.84294
H7 -2.48008 -1.43832 -0.27013

Values from the calculation:
Energy above the lowest of the compared OMol25 structures with the same formula, charge and spin, kcal/mol: 73.2
Charge: +1
LUMO, eV: -7.0
Strongest force on any atom, eV/A: 5.2
Energy, Ha: -227.63764
Kohn-Sham gap, Ha: 0.286
E_HOMO, eV: -14.773

Löwdin atomic charge list, values in e, 4 entries: number 1, C, carries -0.5835; number 2, C, carries 0.1398; number 3, C, carries -0.0010; number 4, N, carries 0.2357